Record 1
The following is a quantum chemistry calculation of a 9-piece molecular cluster, C24H69N3O15 overall in a non-equilibrium geometry, from OMol25.

The geometry in XYZ format:
```
111
Properties=species:S:1:pos:R:3
O 0.9173 -4.9516 -0.9572
O 1.4877 -0.9744 1.1637
O -4.8093 -0.4637 -2.1109
O -2.1895 2.9403 -0.4494
O -1.3451 -1.3637 0.4969
O -4.6103 -1.8318 -4.6776
O -2.4843 -3.9188 -1.4518
O 2.2947 3.0334 -2.3462
O 3.8930 2.6912 3.7155
O -6.9906 -4.0701 1.4566
O -2.1340 -1.5722 -3.0806
O 0.2580 -0.8678 -1.6632
O 3.7146 -4.7746 -1.5147
O -4.3116 -1.9515 0.1840
O 2.3719 -3.5805 0.8066
N 0.3074 4.2605 0.1812
N 5.5134 0.5689 2.7095
N 1.9209 1.5908 0.1056
C -0.4122 -0.0232 -2.5342
C -1.3742 -4.3246 -0.7326
C -5.6059 -2.0499 -3.7562
C 2.8909 3.6917 3.8552
C 3.1872 3.2961 -1.3162
C -3.4875 2.7703 -0.9457
C -5.9033 -0.7244 -3.0557
C 4.4040 0.4212 3.6352
C 2.2530 4.1330 -3.2480
C -0.8782 -0.2964 1.2675
C -2.1606 3.8719 0.5914
C 0.3856 -0.6196 1.9786
C -5.9092 -3.6228 0.6558
C 4.7473 0.3559 5.1335
C -0.6185 4.8561 2.3460
C 4.1346 -3.5812 -0.9114
C 3.7945 -3.7320 0.5580
C -5.4879 -2.2024 0.9448
C 3.3034 2.1305 -0.3673
C -1.0310 -0.8910 -3.5844
C 3.3540 1.4405 3.3364
C -0.7380 3.9242 1.1320
C -0.1395 -4.2970 -1.6001
C 4.2061 0.9697 -0.7980
H 4.1601 -4.7754 0.8290
H 2.1436 3.3720 4.5530
H 0.0473 5.1627 -0.2286
H -2.6877 3.6377 1.5380
H -3.1258 -3.5383 -0.7948
H 0.0427 -3.2430 -1.7779
H -3.9809 -0.5798 -2.6213
H -1.4241 4.7966 3.0507
H -6.9564 -5.0178 1.5775
H -6.0714 0.1227 -3.6356
H -5.3252 -2.7511 -2.9447
H 5.4404 -0.3960 5.4236
H 2.7257 -4.8982 -1.5576
H -4.2117 2.3848 -0.2175
H 3.7995 0.3415 5.7130
H -0.3817 -1.1079 -0.9591
H -3.8338 3.6648 -1.4331
H 1.4120 2.3188 0.5140
H 2.7305 4.1326 -0.7904
H -5.2304 -2.1431 1.9935
H -1.4735 -5.3136 -0.2790
H -0.1883 -1.5000 -3.9418
H -1.8814 -2.3480 -2.5276
H 3.9934 -0.5662 3.3933
H 3.6839 -2.6412 -1.4577
H -2.2769 -1.4793 0.5398
H -6.2922 -1.5016 0.6470
H -4.9449 -4.1629 0.7697
H -3.3067 1.9717 -1.6852
H -6.4862 -2.3043 -4.3296
H 6.0855 1.3415 3.0205
H -0.3790 -4.8242 -2.4897
H 2.1050 -2.6318 0.9183
H 0.2298 4.5817 3.0327
H 1.8855 -0.1424 0.7935
H -1.1902 0.5139 -1.9780
H -1.5952 -0.0118 2.0117
H 0.2519 3.6362 -0.6598
H 4.4941 0.2174 -0.0782
H 3.1782 4.3062 -3.8264
H 1.2518 -4.4421 -0.2088
H -6.1105 -3.7455 -0.4137
H -0.4289 5.9512 2.0460
H 2.4376 3.7885 2.8595
H 1.3760 3.8656 -3.9206
H 1.4537 1.4491 -0.8027
H 3.5430 0.4186 -1.5442
H -4.4485 -1.5246 -0.6775
H 2.0957 4.9999 -2.5952
H -0.7954 0.5880 0.6251
H 4.4202 -3.0420 1.2248
H -0.4714 2.9238 1.5091
H 0.2886 0.5707 -3.0457
H -1.1209 -3.6963 0.1121
H 3.7377 2.6334 0.5153
H 5.1747 -3.4573 -1.0978
H 5.0816 1.3004 -1.3331
H 4.1645 3.6700 -1.7031
H 3.3147 4.6181 4.1792
H 6.1212 -0.2491 2.8772
H -2.5161 4.8360 0.2362
H 3.1272 1.5267 2.3026
H 5.1205 1.3747 5.4753
H 2.4431 1.2385 3.8609
H -1.2942 -0.3472 -4.4300
H -3.7825 -2.1593 -4.2996
H 0.5838 0.2748 2.6643
H 0.1002 -1.4493 2.6990
H -6.7518 -0.8010 -2.3725
```

The calculation puts the highest occupied orbital energy at -9.1451 eV. For the molar mass, the calculation gives 639.82 g mol⁻¹. The SMILES is COC[C@H](C)N.COC[C@H](C)N.COC[C@H](C)N.OCCO.OCCO.OCCO.OCCO.OCCO.OCCO. As for the LUMO energy: 0.0167 Eh. The energy relative to the best compared isomer or geometry (same formula, charge and spin) comes out at 0.3208 eV. The total charge is 0.

Mulliken atomic charge list, values in e, 99 entries: atom 1 (O): -0.667, atom 2 (O): 0.084, atom 3 (O): -0.584, atom 4 (O): -0.074, atom 5 (O): -0.213, atom 6 (O): -0.573, atom 7 (O): -0.609, atom 8 (O): -0.178, atom 9 (O): -0.491, atom 10 (O): -0.538, atom 11 (O): -0.266, atom 12 (O): -0.019, atom 13 (O): -0.631, atom 14 (O): -0.323, atom 15 (O): -0.661, atom 16 (N): -0.439, atom 17 (N): -0.557, atom 18 (N): 0.949, atom 19 (C): -0.133, atom 20 (C): -0.087, atom 21 (C): -0.374, atom 22 (C): -0.689, atom 23 (C): -1.023, atom 24 (C): -0.798, atom 25 (C): -0.604, atom 26 (C): 0.404, atom 27 (C): -0.840, atom 28 (C): -0.279, atom 29 (C): -1.208, atom 30 (C): -0.395, atom 31 (C): -0.356, atom 32 (C): -1.543, atom 33 (C): -1.286, atom 34 (C): -0.103, atom 35 (C): -0.285, atom 36 (C): -0.370, atom 37 (C): 0.802, atom 38 (C): -1.104, atom 39 (C): 0.162, atom 40 (C): 1.537, atom 41 (C): -0.170, atom 42 (C): -1.605, atom 43 (H): 0.249, atom 44 (H): 0.395, atom 45 (H): 0.408, atom 46 (H): 0.321, atom 47 (H): 0.236, atom 48 (H): 0.097, atom 49 (H): 0.267, atom 50 (H): 0.480, atom 51 (H): 0.327, atom 52 (H): 0.391, atom 53 (H): 0.171, atom 54 (H): 0.427, atom 55 (H): 0.412, atom 56 (H): 0.336, atom 57 (H): 0.345, atom 58 (H): -0.219, atom 59 (H): 0.337, atom 60 (H): -0.573, atom 61 (H): 0.416, atom 62 (H): 0.322, atom 63 (H): 0.504, atom 64 (H): 0.303, atom 65 (H): 0.205, atom 66 (H): 0.150, atom 67 (H): 0.004, atom 68 (H): -0.022, atom 69 (H): 0.268, atom 70 (H): 0.290, atom 71 (H): 0.133, atom 72 (H): 0.410, atom 73 (H): 0.248, atom 74 (H): 0.468, atom 75 (H): 0.352, atom 76 (H): 0.067, atom 77 (H): 0.008, atom 78 (H): -0.052, atom 79 (H): 0.672, atom 80 (H): 0.099, atom 81 (H): 0.232, atom 82 (H): 0.262, atom 83 (H): 0.483, atom 84 (H): 0.171, atom 85 (H): 0.285, atom 86 (H): 0.064, atom 87 (H): 0.218, atom 88 (H): -0.271, atom 89 (H): 0.220, atom 90 (H): 0.245, atom 91 (H): 0.368, atom 92 (H): 0.005, atom 93 (H): 0.214, atom 94 (H): -0.608, atom 95 (H): 0.409, atom 96 (H): -0.102, atom 97 (H): 0.167, atom 98 (H): 0.414, atom 99 (H): 0.521

Record 2
The following is a quantum chemistry calculation of C3H7N as an isolated structure in a non-equilibrium geometry, from OMol25.

The geometry in XYZ format:
```
11
Properties=species:S:1:pos:R:3
N 0.2997 -0.3207 -0.3227
C -0.9162 -0.1475 -1.0527
C 1.3261 0.4173 0.2577
C -0.8690 -0.6159 0.3747
H -1.0377 -1.6428 0.7554
H 2.1410 -0.1760 0.6961
H -0.9837 0.4847 1.2530
H -1.3707 0.8337 -1.1883
H -0.8661 -0.8256 -1.9068
H 1.7742 1.2690 -0.2914
H 0.5023 0.7239 1.4250
```

The calculation puts the highest occupied orbital energy at -8.6727 eV. For the molar mass, the calculation gives 57.10 g mol⁻¹. As for the LUMO energy: 0.0451 Eh. The energy relative to the best compared isomer or geometry (same formula, charge and spin) comes out at 4.1740 eV. The total charge is 0.

Which charges does Mulliken predict for the atoms? In e, they are: atom 1 (N): -0.115, atom 2 (C): -0.317, atom 3 (C): -0.474, atom 4 (C): -0.514, atom 5 (H): 0.236, atom 6 (H): 0.193, atom 7 (H): 0.204, atom 8 (H): 0.247, atom 9 (H): 0.249, atom 10 (H): 0.218, atom 11 (H): 0.073

Record 3
The following is a quantum chemistry calculation of one molecule with the formula C3H5NOS in a non-equilibrium geometry, from OMol25.

The geometry in XYZ format:
```
11
Properties=species:S:1:pos:R:3
S 2.1636 -0.0228 -0.8075
O -0.2023 -0.8116 -0.2693
N 1.0346 1.0091 -0.0680
C 0.9476 -1.3690 -0.7934
C -1.2720 1.0861 0.8009
C -0.0804 0.4530 0.1679
H -1.3850 0.6276 1.7790
H -2.1782 0.8652 0.2634
H -1.0378 2.1657 0.7723
H 0.7773 -1.8206 -1.7303
H 1.2326 -2.1828 -0.1150
```

The calculation puts the highest occupied orbital energy at -8.1396 eV. For the molar mass, the calculation gives 103.15 g mol⁻¹. The SMILES is CC1=NSCO1. As for the LUMO energy: 0.0338 Eh. The energy relative to the best compared isomer or geometry (same formula, charge and spin) comes out at 1.2684 eV. The total charge is 0.

Which charges does Mulliken predict for the atoms? In e, they are: atom 1 (S): -0.047, atom 2 (O): -0.368, atom 3 (N): -0.482, atom 4 (C): -0.278, atom 5 (C): -0.917, atom 6 (C): 0.704, atom 7 (H): 0.243, atom 8 (H): 0.308, atom 9 (H): 0.294, atom 10 (H): 0.288, atom 11 (H): 0.255

Record 4
The following is a quantum chemistry calculation of a 10-piece molecular cluster, C40H53BF12N5O32S overall in a non-equilibrium geometry, from OMol25.

The geometry in XYZ format:
```
144
Properties=species:S:1:pos:R:3
S 2.0897 2.5752 -4.9626
F 2.1676 0.7890 -7.0057
F -2.0694 6.2299 -5.5985
F -3.1645 -2.0435 6.0241
F -0.4263 1.3305 -0.6697
F -4.2888 7.2469 2.2769
F 1.5990 5.6540 3.9344
F 3.0339 -6.1756 1.6290
F -2.4283 -8.5742 -0.3091
F 0.7936 0.0555 -5.1540
F -4.0148 7.8123 10.0196
F -1.0743 -5.4745 0.1558
F 0.0751 1.8925 -6.6903
O -2.6916 1.0473 1.8701
O -5.1172 6.6420 8.4607
O -0.6662 5.3707 6.4742
O -4.4702 -2.9075 4.4229
O 1.0254 -2.2554 -0.9368
O -4.0453 7.0659 -4.9564
O -1.7473 2.4363 3.4224
O -4.1364 -4.0185 0.5633
O -5.9017 -1.1756 4.1757
O 6.7597 -0.7920 -0.7381
O 1.0580 -5.3396 2.2710
O -2.7980 4.6096 0.7006
O -2.8021 6.8695 0.6452
O 0.9421 -6.2728 4.3267
O 2.8722 3.5654 -5.8831
O -5.5048 5.6270 6.4534
O -1.8259 -7.7988 -2.3218
O -0.1025 -9.2037 -2.7292
O -0.8566 -5.1303 3.4959
O -5.9598 7.2752 -3.7315
O 0.9581 3.4487 -4.2926
O -6.2998 -3.1425 3.0786
O 0.2781 6.7597 8.0266
O -3.3760 6.1501 7.1056
O -3.5140 -1.8571 0.9780
O -0.6786 1.9887 1.4559
O 1.3468 6.3122 6.0600
O -1.9445 -3.4987 0.7507
O -1.2956 5.7152 -0.6228
O -4.1611 6.1327 -2.9007
O -0.5085 -7.4622 -4.1550
O 3.4396 -1.6077 -2.1018
N 4.7004 0.3093 -2.4822
N 3.0982 1.9991 -3.6596
N 3.8083 -0.2458 -4.6920
N 4.8500 -1.4929 -7.4192
N 3.2589 2.8576 -2.5613
C -2.7329 6.7571 -4.5451
C 4.9110 -1.2471 -4.2975
C 0.2832 -5.5469 3.3725
C -3.8254 -1.7419 4.8840
C 1.6461 4.0351 -0.9933
C -3.3965 -5.1804 0.2464
C 0.3165 6.1981 6.9445
C -2.2182 5.7317 0.1750
C -0.8566 0.9265 0.5465
C 4.8872 -2.7342 -5.0366
C 3.4673 -2.9133 -1.4214
C 1.2038 1.2440 -5.9367
C -2.3318 0.7128 0.5447
C 3.7892 0.8137 -3.6132
C -4.8201 6.8585 -3.8549
C 6.8358 -3.0652 -2.1398
C -1.7089 1.8747 2.3403
C 4.6767 -2.6369 -6.6795
C -3.9358 6.7210 9.2256
C -2.8670 6.8860 8.1998
C -0.6528 -9.5596 -1.4768
C 1.1688 5.2499 5.1507
C -4.9521 -0.8043 5.1546
C -0.3064 5.0363 5.1489
C -2.9333 5.7360 -3.4779
C -4.7332 6.1019 7.2701
C 2.2650 2.5618 -1.4600
C 2.1699 -6.6695 3.7495
C -0.7881 -8.0981 -3.1524
C -5.6159 -2.4681 3.8305
C 4.7569 -1.2246 -2.6325
C 2.3704 -5.6484 2.6823
C -2.0139 -8.9553 -1.5382
C -2.0703 -4.8979 0.8653
C 1.3533 -3.9205 -2.8231
C -3.2216 -3.0244 0.7786
C -3.7251 5.0559 1.6699
C 4.2483 -4.0141 -7.4986
C 1.8745 -3.4045 -1.3207
C -4.0172 6.4471 1.2214
B 6.1215 -1.6051 -1.7951
H 7.0788 -1.4134 0.0057
H -3.1188 -1.3876 4.1258
H -0.8297 5.6999 4.4523
H 3.1318 3.8540 -2.9058
H -4.6182 4.4253 1.6777
H -3.8694 -6.0727 0.6653
H -3.0309 4.7205 -3.8762
H 0.8658 3.8750 -0.1246
H 6.1026 -3.8054 -2.7147
H 1.4429 1.7736 -1.7283
H 4.0406 -3.4139 -4.5979
H 5.6408 0.7642 -2.5102
H -2.1300 5.7462 -2.7363
H 4.0313 -3.7588 -2.0242
H -4.8209 6.5206 0.4811
H 7.8081 -2.8995 -2.8095
H -0.6850 -10.6459 -1.3571
H 1.1782 4.5987 -1.9263
H -1.9066 6.4820 8.5312
H 0.7866 -4.9475 -2.7325
H 1.7163 -4.2325 -0.5049
H 2.5297 4.7167 -0.5939
H -2.2294 7.6685 -4.2054
H 5.9429 -3.2546 -4.8355
H -4.6588 0.2426 5.0391
H -3.8336 5.8197 9.8394
H 3.8301 -2.8511 -0.2873
H 2.0723 -7.6850 3.3512
H 5.0545 -4.8330 -7.1816
H 0.6692 -3.1112 -3.3217
H -3.3414 -5.2899 -0.8419
H 5.8964 -0.6542 -4.5880
H -2.7246 7.9297 7.9004
H 2.8738 -4.7370 3.0220
H 1.7477 4.3811 5.4815
H -2.6019 -0.3212 0.3141
H -2.7693 -9.5970 -2.0042
H -2.8551 1.3764 -0.1519
H -0.5766 4.0022 4.9183
H 0.3987 -2.5609 -0.2011
H -0.2776 0.0577 0.8773
H -5.3860 -0.9398 6.1509
H 7.1546 -3.6597 -1.1555
H 3.1481 -4.3321 -7.2564
H -0.0369 -9.1361 -0.6763
H 2.9732 -6.6593 4.4911
H -3.2602 5.0190 2.6608
H 4.4136 -3.8221 -8.6482
H 2.8956 2.1794 -0.5315
H 4.2434 0.2382 -5.5175
H 2.3319 -4.1201 -3.4360
H -1.9952 -5.1894 1.9184
H 4.6499 -1.6470 -8.4323
```

The calculation puts the highest occupied orbital energy at -12.1660 eV. For the molar mass, the calculation gives 1386.72 g mol⁻¹. As for the LUMO energy: -0.1597 Eh. The energy relative to the best compared isomer or geometry (same formula, charge and spin) comes out at 10.7171 eV. The total charge is +1.

Mulliken atomic charge list, values in e, 99 entries: atom 1 (S): 0.779, atom 2 (F): -0.213, atom 3 (F): -0.279, atom 4 (F): -0.318, atom 5 (F): -0.273, atom 6 (F): -0.287, atom 7 (F): -0.287, atom 8 (F): -0.294, atom 9 (F): -0.264, atom 10 (F): -0.157, atom 11 (F): -0.285, atom 12 (F): -0.217, atom 13 (F): -0.170, atom 14 (O): -0.218, atom 15 (O): -0.313, atom 16 (O): -0.253, atom 17 (O): -0.285, atom 18 (O): -0.364, atom 19 (O): -0.294, atom 20 (O): -0.580, atom 21 (O): -0.274, atom 22 (O): -0.312, atom 23 (O): -0.612, atom 24 (O): -0.054, atom 25 (O): -0.116, atom 26 (O): -0.318, atom 27 (O): -0.324, atom 28 (O): -0.559, atom 29 (O): -0.547, atom 30 (O): -0.253, atom 31 (O): -0.310, atom 32 (O): -0.543, atom 33 (O): -0.542, atom 34 (O): -0.467, atom 35 (O): -0.546, atom 36 (O): -0.556, atom 37 (O): -0.151, atom 38 (O): -0.638, atom 39 (O): -0.201, atom 40 (O): -0.315, atom 41 (O): -0.072, atom 42 (O): -0.601, atom 43 (O): -0.252, atom 44 (O): -0.556, atom 45 (O): -0.158, atom 46 (N): -0.396, atom 47 (N): 0.393, atom 48 (N): -0.197, atom 49 (N): -0.645, atom 50 (N): -0.441, atom 51 (C): 0.313, atom 52 (C): -0.044, atom 53 (C): 0.439, atom 54 (C): 0.681, atom 55 (C): -0.841, atom 56 (C): -0.352, atom 57 (C): 0.648, atom 58 (C): 0.560, atom 59 (C): 0.246, atom 60 (C): -0.035, atom 61 (C): -0.444, atom 62 (C): 0.692, atom 63 (C): -0.010, atom 64 (C): -0.023, atom 65 (C): 0.582, atom 66 (C): -0.839, atom 67 (C): 0.635, atom 68 (C): 0.456, atom 69 (C): 0.329, atom 70 (C): -0.320, atom 71 (C): -0.346, atom 72 (C): 0.354, atom 73 (C): -0.458, atom 74 (C): -0.111, atom 75 (C): 0.168, atom 76 (C): 0.559, atom 77 (C): -0.210, atom 78 (C): -0.520, atom 79 (C): 0.649, atom 80 (C): 0.672, atom 81 (C): 0.082, atom 82 (C): 0.375, atom 83 (C): 0.323, atom 84 (C): 0.365, atom 85 (C): -0.717, atom 86 (C): 0.318, atom 87 (C): -0.350, atom 88 (C): -1.023, atom 89 (C): 0.679, atom 90 (C): 0.267, atom 91 (B): 0.540, atom 92 (H): 0.334, atom 93 (H): 0.035, atom 94 (H): 0.107, atom 95 (H): 0.423, atom 96 (H): 0.320, atom 97 (H): 0.300, atom 98 (H): 0.189, atom 99 (H): 0.137

Record 5
The following is a quantum chemistry calculation of a 2-piece molecular cluster, C5H11N2S overall in a non-equilibrium geometry, from OMol25.

The geometry in XYZ format:
```
19
Properties=species:S:1:pos:R:3
S 0.8654 1.2840 0.7535
N -1.5095 -0.0164 -0.4491
N 0.4841 -0.1295 -2.0044
C -0.2645 0.3254 -0.0101
C 2.7995 0.3487 2.3774
C -2.8296 0.6420 -0.3401
C 1.6811 0.0926 1.8301
C -0.9957 -0.8000 0.6314
H -2.9805 0.5113 0.8231
H -1.4625 -0.6786 1.7044
H -2.8963 1.7286 -0.6525
H 0.3359 0.5247 -2.8532
H -0.6477 -1.8344 0.4098
H 1.3141 -0.6102 -2.1217
H 1.1358 -0.9024 1.8931
H 3.4226 -0.4035 3.0391
H -0.2358 -0.7942 -2.1977
H 3.2830 1.1942 2.2356
H -3.5622 0.0305 -0.9071
```

The calculation puts the highest occupied orbital energy at -13.4874 eV. For the molar mass, the calculation gives 131.22 g mol⁻¹. As for the LUMO energy: -0.1549 Eh. The energy relative to the best compared isomer or geometry (same formula, charge and spin) comes out at 5.2773 eV. The total charge is +1.

Which charges does Mulliken predict for the atoms? In e, they are: atom 1 (S): -0.099, atom 2 (N): -0.083, atom 3 (N): -0.693, atom 4 (C): 0.946, atom 5 (C): -0.653, atom 6 (C): -0.656, atom 7 (C): 0.035, atom 8 (C): -0.792, atom 9 (H): 0.253, atom 10 (H): 0.238, atom 11 (H): 0.299, atom 12 (H): 0.285, atom 13 (H): 0.300, atom 14 (H): 0.248, atom 15 (H): 0.239, atom 16 (H): 0.208, atom 17 (H): 0.305, atom 18 (H): 0.348, atom 19 (H): 0.272

Which of these has the highest energy relative to the best compared isomer or geometry (same formula, charge and spin)?
C40H53BF12N5O32S